# 1
Molecular formula: C2H8N2O2
Method: DFT, wB97M-V/def2-TZVPD

```
14
Properties=species:S:1:pos:R:3:forces:R:3:nbo_charge:R:1
N 1.074 -0.893 -0.133 0.050 -0.416 0.128 -0.866
C 1.144 0.557 0.029 -1.116 -0.194 0.119 -0.064
N -0.198 1.056 0.308 -0.385 -0.051 0.009 -0.619
C -1.103 1.167 -0.710 1.420 0.378 0.571 0.526
O -0.755 1.204 -1.870 -0.730 -0.314 -0.261 -0.616
H 1.981 -1.342 -0.200 0.024 0.271 -0.109 0.373
H 0.558 -1.085 -0.979 0.031 -0.164 -0.232 0.374
H 1.373 1.035 -0.917 0.733 0.298 0.125 0.207
H 1.795 0.774 0.871 0.172 0.310 -0.239 0.200
H -0.614 1.039 1.224 0.371 -0.383 0.245 0.399
H -2.110 1.262 -0.293 -0.445 0.135 -0.481 0.118
O -0.424 -2.239 1.930 0.419 -0.074 -0.676 -0.978
H 0.161 -1.964 1.179 -0.373 0.302 0.584 0.489
H -0.747 -3.094 1.633 -0.169 -0.097 0.216 0.458
```
Forces are in eV/Å.

As for the SMILES: NCNC=O.O. The calculation puts the strongest force on any atom at 1.6 eV/A. The value obtained for the HOMO energy is -10.11 eV. For the relative energy (zero: lowest compared OMol25 entry of this formula, charge and spin), the calculation gives 75.27 kJ/mol. Its frontier orbital gap is 10.9 eV. For the calculated total energy, the calculation gives -341.00176 hartree. As for the net charge: 0.

=====

# 2
Molecular formula: C45H34GeI2N3O5SV
Method: DFT, wB97M-V/def2-TZVPD

```
92
Properties=species:S:1:pos:R:3:forces:R:3:mulliken_charge:R:1
V 0.636 -0.319 0.377 -0.235 0.008 0.418 -0.474
O -2.220 -0.791 1.732 0.008 0.018 -0.006 -0.699
S -1.342 -0.763 2.865 0.037 -0.065 -0.009 1.338
O -1.433 0.317 3.800 0.017 -0.037 0.039 -0.720
N 0.205 -0.817 2.245 0.091 -0.005 -0.207 0.222
C 1.276 -0.749 3.164 0.080 0.003 -0.013 0.046
C 1.243 -0.885 4.531 -0.043 -0.016 -0.030 -0.379
C 2.430 -0.827 5.293 0.006 0.006 -0.001 -1.072
C 3.648 -0.627 4.715 -0.010 -0.003 -0.009 -1.050
C 3.722 -0.453 3.313 0.005 -0.012 0.022 1.210
C 4.920 -0.213 2.615 0.004 0.011 -0.014 -0.657
C 4.900 -0.029 1.256 -0.010 0.006 0.024 -1.683
C 3.677 -0.075 0.588 0.030 -0.016 0.000 0.259
N 2.532 -0.305 1.211 -0.012 0.181 -0.064 0.839
C 2.534 -0.506 2.562 -0.030 -0.032 -0.017 0.018
C -1.513 -2.286 3.740 -0.030 -0.021 -0.028 0.006
C -2.109 -2.268 4.992 0.003 0.013 -0.003 -0.118
C -2.296 -3.469 5.661 0.000 0.002 0.000 -0.733
C -1.886 -4.660 5.081 0.001 -0.002 -0.004 -0.450
C -1.290 -4.663 3.825 0.000 -0.005 0.005 -0.770
C -1.105 -3.472 3.144 0.001 0.010 0.003 -0.229
H 0.309 -1.027 5.050 -0.003 -0.002 0.012 0.400
H 2.354 -0.943 6.366 0.003 -0.005 0.000 0.443
H 4.554 -0.588 5.305 -0.001 0.003 0.003 0.425
H 5.851 -0.167 3.166 0.003 -0.009 -0.004 0.470
H 5.803 0.165 0.695 0.005 0.006 -0.002 0.533
H 3.628 0.102 -0.479 0.027 -0.155 0.093 0.725
H -2.414 -1.326 5.428 0.000 -0.003 0.005 0.492
H -2.762 -3.472 6.638 -0.001 0.003 0.000 0.411
H -2.030 -5.593 5.609 0.001 -0.001 -0.001 0.408
H -0.970 -5.595 3.379 0.000 0.001 -0.002 0.428
H -0.640 -3.459 2.166 0.003 -0.003 0.000 0.321
I -0.758 4.480 0.077 0.010 -0.027 -0.033 0.109
C -1.686 2.786 -0.661 0.001 0.031 0.123 -0.274
C -2.884 2.884 -1.413 -0.031 -0.042 0.053 -0.129
C -3.517 1.775 -1.901 0.008 0.025 0.005 -0.161
I -5.306 2.019 -2.936 0.031 0.005 -0.034 0.143
C -2.964 0.478 -1.703 -0.025 0.005 -0.015 0.830
C -3.482 -0.748 -2.166 0.002 0.019 -0.015 -0.907
C -2.827 -1.916 -1.878 0.006 -0.008 0.014 -1.554
C -1.644 -1.884 -1.127 -0.015 -0.026 0.017 -0.509
N -1.141 -0.757 -0.675 -0.031 0.077 -0.181 1.070
C -1.785 0.407 -0.956 -0.006 -0.018 0.034 0.325
C -1.175 1.549 -0.407 0.010 0.059 -0.055 0.529
O -0.116 1.269 0.392 0.053 -0.004 -0.089 -0.714
H -3.307 3.865 -1.578 0.008 0.006 -0.011 0.469
H -4.395 -0.758 -2.748 -0.001 -0.003 0.001 0.315
H -3.206 -2.868 -2.220 0.000 0.000 -0.003 0.481
H -1.101 -2.791 -0.894 0.007 0.005 -0.006 0.579
O 1.262 -1.869 -0.731 -0.085 0.002 0.215 -0.724
C 1.610 -1.083 -1.684 0.015 0.049 0.019 1.309
O 1.406 0.147 -1.469 0.226 -0.188 -0.142 0.602
C 2.217 -1.589 -2.941 0.017 -0.006 -0.024 -1.210
C 3.226 -0.621 -3.558 0.061 0.038 0.072 -1.515
Ge 2.599 1.165 -4.157 -0.060 -0.014 -0.064 2.379
C 3.092 2.693 -3.040 0.024 0.015 -0.063 -0.422
C 3.262 2.688 -1.656 -0.010 -0.079 0.034 0.099
C 3.614 3.843 -0.971 -0.016 0.010 0.012 -0.545
C 3.790 5.035 -1.659 -0.003 -0.010 -0.015 -0.594
C 3.616 5.063 -3.035 0.000 0.006 0.021 -0.747
C 3.280 3.901 -3.717 0.004 -0.022 0.035 -0.594
C 0.678 1.153 -4.493 -0.019 -0.022 -0.071 0.054
C -0.125 2.218 -4.088 0.020 0.012 0.020 -0.039
C -1.457 2.289 -4.475 -0.025 -0.002 0.021 -0.720
C -2.015 1.278 -5.245 -0.020 -0.017 -0.015 -0.522
C -1.233 0.204 -5.646 -0.020 0.013 0.011 -1.079
C 0.107 0.155 -5.284 0.028 0.025 0.007 -0.386
C 3.484 1.446 -5.876 -0.008 -0.009 -0.004 -0.344
C 2.768 1.714 -7.040 -0.012 0.005 0.003 -0.173
C 3.424 1.917 -8.249 0.004 0.004 -0.005 -0.705
C 4.808 1.852 -8.307 -0.005 0.003 0.004 -0.502
C 5.536 1.588 -7.154 -0.005 -0.003 -0.005 -0.734
C 4.877 1.388 -5.951 0.006 0.002 0.013 -0.302
H 1.377 -1.765 -3.620 -0.040 0.005 -0.046 0.132
H 2.657 -2.565 -2.729 -0.025 0.003 0.010 0.626
H 3.637 -1.087 -4.455 0.015 0.003 0.015 0.595
H 4.072 -0.487 -2.878 0.024 0.005 0.005 0.618
H 3.112 1.778 -1.088 -0.072 0.223 -0.169 0.055
H 3.746 3.811 0.103 -0.001 0.014 0.019 0.454
H 4.064 5.937 -1.126 -0.006 -0.003 0.003 0.401
H 3.752 5.987 -3.582 0.004 0.002 0.003 0.429
H 3.173 3.938 -4.795 0.000 -0.005 -0.006 0.397
H 0.301 3.017 -3.490 -0.003 0.007 0.015 0.430
H -2.058 3.143 -4.192 -0.007 0.007 0.012 0.447
H -3.053 1.341 -5.550 0.004 -0.007 0.002 0.420
H -1.656 -0.575 -6.269 0.002 -0.002 0.007 0.458
H 0.723 -0.652 -5.671 0.007 -0.044 0.032 0.542
H 1.686 1.770 -7.011 0.005 0.002 0.004 0.305
H 2.853 2.126 -9.144 0.000 0.000 0.001 0.419
H 5.320 2.011 -9.247 0.000 0.001 0.000 0.390
H 6.617 1.541 -7.194 0.001 -0.001 0.002 0.416
H 5.464 1.196 -5.057 -0.001 -0.002 -0.003 0.318
```
Forces are in eV/Å.

The calculation puts the strongest force on any atom at 0.5 eV/A. The value obtained for the HOMO energy (alpha / beta) is -10.78 / -10.87 eV. The spin multiplicity is 2. For the relative energy (zero: lowest compared OMol25 entry of this formula, charge and spin), the calculation gives 47.27 kJ/mol. Its frontier orbital gap (alpha / beta) is 6.2 / 6.8 eV. For the calculated total energy, the calculation gives -6290.12567 hartree. As for the net charge: +1.

=====

# 3
Molecular formula: C8H9N
Method: DFT, wB97M-V/def2-TZVPD

```
18
Properties=species:S:1:pos:R:3:forces:R:3:nbo_charge:R:1
C 2.333 -0.002 -0.214 0.609 -1.424 0.207 -0.209
C 1.518 -1.098 -0.223 0.108 -0.302 -0.140 -0.205
C 0.122 -0.678 0.065 2.131 1.426 -0.282 -0.031
N -0.891 -1.406 0.842 -0.359 0.709 0.797 -0.539
C -1.242 -0.905 -0.457 -0.420 -0.326 -1.801 -0.040
C -1.952 0.445 -0.579 -1.744 -0.186 0.668 -0.413
C -1.078 1.398 0.270 -0.179 1.904 -0.283 -0.458
C 0.304 0.816 0.182 -1.790 0.193 0.998 0.043
C 1.571 1.242 0.092 -0.116 -1.216 0.124 -0.254
H 3.429 -0.117 -0.372 -1.000 0.449 0.114 0.219
H 1.766 -2.152 -0.370 0.284 0.522 0.026 0.219
H -1.323 -0.844 1.602 0.576 -0.349 -0.639 0.354
H -1.420 -1.659 -1.230 -0.017 0.164 0.338 0.208
H -3.022 0.351 -0.162 1.445 0.203 -0.529 0.209
H -2.093 0.832 -1.628 0.527 -0.684 0.954 0.225
H -1.118 2.416 -0.217 0.006 -0.834 0.919 0.230
H -1.419 1.477 1.335 0.157 0.040 -0.891 0.217
H 1.982 2.225 0.329 -0.221 -0.289 -0.581 0.227
```
Forces are in eV/Å.

As for the SMILES: C1=C[C@]23N[C@H]2CCC3=C1. The calculation puts the strongest force on any atom at 2.6 eV/A. The value obtained for the HOMO energy is -8.28 eV. For the relative energy (zero: lowest compared OMol25 entry of this formula, charge and spin), the calculation gives 196.38 kJ/mol. Its frontier orbital gap is 9.2 eV. For the calculated total energy, the calculation gives -364.90450 hartree. As for the net charge: 0.

=====

# 4
Molecular formula: C7H11BO
Method: DFT, wB97M-V/def2-TZVPD

```
20
Properties=species:S:1:pos:R:3:forces:R:3:nbo_charge:R:1
C -2.014 -2.194 -2.175 -0.241 1.415 2.111 -0.249
C -2.035 -1.591 -1.121 0.901 -1.614 -2.761 0.018
C -1.809 -0.860 0.081 -2.809 -1.512 1.858 -0.887
B -0.375 -0.421 0.299 2.700 1.978 0.133 0.929
C 0.721 -1.251 1.012 2.626 -1.092 -3.140 -0.836
C 1.866 -0.305 1.367 1.200 0.899 2.257 -0.055
O 1.368 1.042 1.169 0.890 -0.414 -0.441 -0.539
C 0.336 1.080 0.192 -1.196 -1.054 -0.104 -0.204
C 0.616 1.754 -1.157 -0.892 -1.236 0.612 -0.611
H -2.087 -2.570 -3.142 -0.073 -0.589 -0.874 0.230
H -2.189 -1.578 0.926 0.893 1.253 -1.067 0.262
H -2.574 -0.096 0.049 0.026 0.775 0.300 0.265
H 0.315 -1.743 1.841 -0.308 -1.306 1.208 0.244
H 1.252 -1.993 0.199 -1.876 1.113 1.976 0.262
H 2.172 -0.321 2.510 -0.759 -0.168 -2.132 0.182
H 2.869 -0.504 0.847 -1.555 0.382 0.187 0.172
H -0.414 1.736 0.597 -0.661 0.452 0.648 0.194
H 1.522 1.469 -1.621 0.792 -0.840 -0.704 0.209
H 0.674 2.798 -1.072 0.017 1.570 0.411 0.206
H -0.279 1.534 -1.744 0.325 -0.012 -0.478 0.209
```
Forces are in eV/Å.

As for the SMILES: C#CCB1CCO[C@H]1C. The calculation puts the strongest force on any atom at 4.2 eV/A. The value obtained for the HOMO energy is -9.42 eV. For the relative energy (zero: lowest compared OMol25 entry of this formula, charge and spin), the calculation gives 126.56 kJ/mol. Its frontier orbital gap is 10.0 eV. For the calculated total energy, the calculation gives -373.28575 hartree. As for the net charge: 0.

=====

# 5
Molecular formula: C11H11MnN17OS
Method: DFT, wB97M-V/def2-TZVPD

```
42
Properties=species:S:1:pos:R:3:forces:R:3:nbo_charge:R:1
Mn 0.088 -0.280 0.541 0.501 0.254 0.500 0.909
N 3.300 -2.907 -0.140 0.081 -0.195 0.109 -0.787
C 2.555 -1.812 0.127 0.315 0.699 -0.965 0.222
S 1.510 -1.757 1.479 -0.289 -0.056 0.418 0.163
N 2.679 -0.785 -0.703 -0.054 -0.491 0.554 -0.384
N 1.813 0.215 -0.363 -0.388 0.388 -0.194 -0.276
C 2.295 1.417 -0.578 -0.183 -0.355 -0.007 0.165
C 1.740 2.587 -0.041 -0.151 0.213 0.134 -0.202
C 2.336 3.847 -0.325 -0.067 -0.166 0.008 -0.147
C 1.882 4.980 0.272 -0.136 0.063 0.152 -0.221
C 0.812 4.910 1.207 0.181 0.148 -0.138 -0.154
C 0.223 3.728 1.521 0.055 -0.324 -0.102 -0.258
C 0.671 2.523 0.902 0.125 0.591 -0.352 0.466
O 0.083 1.428 1.212 0.109 -0.960 0.247 -0.529
H 3.382 -3.616 0.568 -0.004 -0.009 -0.010 0.407
H 4.063 -2.802 -0.788 -0.016 -0.009 0.006 0.405
H 3.235 1.464 -1.121 0.013 0.029 -0.009 0.215
H 3.160 3.881 -1.028 -0.003 0.003 -0.010 0.219
H 2.332 5.937 0.049 0.000 -0.004 -0.009 0.224
H 0.463 5.821 1.676 0.008 0.003 -0.003 0.224
H -0.592 3.655 2.227 -0.002 -0.007 0.008 0.240
N -3.301 -0.696 0.951 0.042 -0.004 -0.080 -0.585
C -2.469 -0.944 2.009 -0.037 0.070 0.160 0.470
N -2.873 -1.281 3.214 0.026 -0.007 -0.071 -0.367
N -1.725 -1.414 3.922 -0.079 -0.023 0.048 -0.054
N -0.705 -1.175 3.201 0.113 -0.016 -0.211 -0.112
N -1.135 -0.869 1.939 -0.245 0.027 -0.168 -0.416
C -2.830 -0.171 -0.220 0.021 0.027 -0.015 0.462
N -3.538 -0.001 -1.319 0.010 0.025 0.037 -0.375
N -2.655 0.502 -2.213 -0.068 0.003 0.033 -0.066
N -1.491 0.616 -1.694 0.133 -0.005 0.103 -0.139
N -1.562 0.211 -0.397 0.043 -0.002 -0.355 -0.401
H -4.291 -0.813 1.071 -0.023 0.006 0.024 0.434
N -2.174 -4.289 -2.003 0.090 0.140 -0.002 -0.586
N -1.270 -3.255 -1.816 -0.100 -0.135 0.017 0.194
N -0.480 -2.837 -2.774 0.037 0.037 0.025 -0.250
C 0.217 -1.904 -2.144 0.070 0.025 -0.017 0.172
N -0.152 -1.815 -0.862 -0.106 0.099 0.136 -0.287
N -1.117 -2.692 -0.667 0.053 0.000 0.001 -0.025
H -2.528 -4.182 -2.948 -0.039 -0.039 -0.025 0.390
H -2.925 -4.132 -1.338 -0.037 -0.046 0.020 0.392
H 0.971 -1.293 -2.604 -0.001 0.003 0.001 0.247
```
Forces are in eV/Å.

The calculation puts the strongest force on any atom at 1.2 eV/A. The value obtained for the HOMO energy (alpha / beta) is -8.27 / -8.24 eV. The spin multiplicity is 2. For the relative energy (zero: lowest compared OMol25 entry of this formula, charge and spin), the calculation gives 0.00 kJ/mol. Its frontier orbital gap (alpha / beta) is 6.1 / 5.3 eV. For the calculated total energy, the calculation gives -2980.93410 hartree. As for the net charge: 0.

=====

Question: Which value of relative energy (zero: lowest compared OMol25 entry of this formula, charge and spin) does entry 4 give?
Answer: 126.56 kJ/mol

=====

Question: Number 1 is which compound?
Answer: C2H8N2O2

=====

Question: The lowest relative energy (zero: lowest compared OMol25 entry of this formula, charge and spin) belongs to which entry?
Answer: C11H11MnN17OS